1.
Density functional theory data (ωB97M-V/def2-TZVPD) for the molecule C5H13NO at a distorted geometry.

Atoms and positions in Å:
1 C 0.49420 -2.27130 -1.51243
2 N -0.03976 -1.36227 -0.46996
3 C 0.26878 0.03090 -0.72328
4 C -0.52776 0.95830 0.43437
5 C -0.27376 0.61722 1.87859
6 O 0.14877 1.62419 2.80489
7 C 0.03745 0.39103 -2.21697
8 H 1.55981 -1.89516 -1.63650
9 H -0.17574 -2.12746 -2.31790
10 H 0.51937 -3.42160 -1.14581
11 H -1.06767 -1.36125 -0.23237
12 H 1.26079 0.17050 -0.40726
13 H -1.58185 1.10788 0.32498
14 H -0.16200 1.97515 0.06945
15 H 0.55332 -0.10432 1.97289
16 H -1.15972 0.04491 2.32584
17 H -0.69072 2.16549 2.99649
18 H -0.64947 1.18241 -2.56706
19 H 0.88821 0.93104 -2.78506
20 H -0.19965 -0.48214 -2.90878

Atoms 1-3, force components in eV/Å:
C 0.561 -1.294 2.944
N -1.259 -0.180 1.285
C -2.743 0.611 1.142

Output
relative energy (zero: lowest compared OMol25 entry of this formula, charge and spin)	73.5	kcal/mol
total energy	-8930.8222	eV
lowest unoccupied orbital energy	0.931	eV
max |F|	3.647	eV/A

Need the natural (NBO) charges? In units of e they are:
1 C -0.412
2 N -0.658
3 C -0.020
4 C -0.448
5 C -0.085
6 O -0.706
7 C -0.689
8 H 0.205
9 H 0.179
10 H 0.203
11 H 0.357
12 H 0.183
13 H 0.199
14 H 0.221
15 H 0.192
16 H 0.157
17 H 0.457
18 H 0.228
19 H 0.222
20 H 0.216

=====

2.
Density functional theory data (ωB97M-V/def2-TZVPD) for a cluster of 2 separate species, C5H13NO in total at a distorted geometry.

Atoms and positions in Å:
1 C -0.61301 -1.52991 1.70457
2 C -1.07209 -1.17962 0.30371
3 C -0.50331 0.07315 -0.38821
4 C -0.11384 1.05731 0.40336
5 N 0.40273 2.33054 0.03089
6 C -0.28792 -0.21307 -1.86594
7 H 0.29739 -2.15336 1.71685
8 H -0.55158 -0.65014 2.34328
9 H -1.33714 -2.17323 2.23382
10 H -0.89541 -2.08471 -0.31833
11 H -2.15726 -1.25159 0.27403
12 H -0.38542 1.12329 1.44844
13 H 0.50954 2.70969 -0.89224
14 H 0.32825 3.01127 0.76236
15 H 0.71992 -0.05872 -2.27895
16 H -0.88349 0.55275 -2.38893
17 H -0.73786 -1.14973 -2.17206
18 H 2.41246 -0.11558 -0.72076
19 H 2.07718 1.01781 0.18574
20 O 2.79084 0.68385 -0.38166

Atoms 1-3, force components in eV/Å:
C -0.280 -0.644 0.817
C -0.249 -1.257 -0.547
C 0.450 -3.140 0.537

Output
relative energy (zero: lowest compared OMol25 entry of this formula, charge and spin)	39.4	kcal/mol
total energy	-8932.3034	eV
lowest unoccupied orbital energy	0.875	eV
max |F|	3.217	eV/A

Need the natural (NBO) charges? In units of e they are:
1 C -0.607
2 C -0.417
3 C -0.082
4 C -0.041
5 N -0.853
6 C -0.651
7 H 0.211
8 H 0.198
9 H 0.209
10 H 0.196
11 H 0.204
12 H 0.198
13 H 0.396
14 H 0.381
15 H 0.225
16 H 0.217
17 H 0.223
18 H 0.458
19 H 0.482
20 O -0.945

=====

3.
Density functional theory data (ωB97M-V/def2-TZVPD) for a cluster of 3 separate species, C5H13NO in total at a distorted geometry.

Atoms and positions in Å:
1 C -0.49117 -0.45366 0.16664
2 C 0.65291 1.80477 0.20171
3 C -1.23117 -0.28283 -1.13310
4 C 0.63656 -1.45109 0.17172
5 C 1.89472 1.48233 -0.55034
6 N -2.04725 -1.56715 1.38245
7 O -0.68352 0.31554 1.14658
8 H -1.65257 -1.65613 2.32080
9 H -2.82925 -0.92021 1.50105
10 H 0.76235 2.12843 1.22795
11 H -0.16479 2.26180 -0.34099
12 H 1.27423 -1.34488 -0.70660
13 H 1.22451 -1.35452 1.08197
14 H -0.54447 -0.03889 -1.94652
15 H -1.71125 -1.23334 -1.37033
16 H -1.98971 0.49093 -1.03849
17 H 0.18511 -2.44409 0.14187
18 H 1.69067 1.04386 -1.52907
19 H 2.55292 0.81687 0.01109
20 H 2.47118 2.40226 -0.73840

Atoms 1-3, force components in eV/Å:
C -0.402 0.858 1.546
C 0.723 1.517 -0.215
C -0.198 -0.182 0.245

Output
relative energy (zero: lowest compared OMol25 entry of this formula, charge and spin)	126.2	kcal/mol
total energy	-8928.5401	eV
lowest unoccupied orbital energy (spin up / spin down)	0.958 / 0.014	eV
max |F|	2.094	eV/A

Need the natural (NBO) charges? In units of e they are:
1 C 0.697
2 C -0.297
3 C -0.740
4 C -0.742
5 C -0.685
6 N -0.708
7 O -0.569
8 H 0.320
9 H 0.319
10 H 0.182
11 H 0.168
12 H 0.229
13 H 0.233
14 H 0.230
15 H 0.249
16 H 0.233
17 H 0.253
18 H 0.199
19 H 0.209
20 H 0.221

=====

4.
Density functional theory data (ωB97M-V/def2-TZVPD) for a cluster of 2 separate species, C5H13NO in total at a distorted geometry.

Atoms and positions in Å:
1 C 2.09941 0.95747 0.24093
2 C 1.34896 1.53620 -0.99001
3 C 0.05878 0.92234 -1.23446
4 C -0.12643 -0.46744 -0.98477
5 N -1.25005 -0.96749 -0.45131
6 C -2.40745 -0.29577 0.12636
7 H 2.93669 0.17577 -0.00563
8 H 2.66704 1.69804 0.85409
9 H 1.39227 0.39432 0.80982
10 H 2.01674 1.43493 -2.06021
11 H 1.20137 2.61030 -0.80436
12 H -1.00578 1.47651 -1.20270
13 H 0.75541 -0.96626 -1.26433
14 H -1.37510 -1.94611 -0.19433
15 H -3.12595 -0.97939 0.72467
16 H -3.06978 0.44433 -0.44008
17 H -2.06132 0.49169 0.87248
18 H 1.11119 -1.28995 2.40083
19 H -0.21579 -0.76964 1.81147
20 O 0.21048 -1.48986 2.33864

Atoms 1-3, force components in eV/Å:
C 2.636 -0.841 -0.823
C 2.928 0.814 -2.631
C -5.358 -2.993 1.284

Output
relative energy (zero: lowest compared OMol25 entry of this formula, charge and spin)	84.4	kcal/mol
total energy	-8930.3509	eV
lowest unoccupied orbital energy	0.829	eV
max |F|	6.270	eV/A

Need the natural (NBO) charges? In units of e they are:
1 C -0.615
2 C -0.447
3 C -0.351
4 C 0.012
5 N -0.606
6 C -0.446
7 H 0.203
8 H 0.214
9 H 0.194
10 H 0.193
11 H 0.226
12 H 0.188
13 H 0.211
14 H 0.405
15 H 0.224
16 H 0.209
17 H 0.184
18 H 0.468
19 H 0.477
20 O -0.942

=====

5.
Density functional theory data (ωB97M-V/def2-TZVPD) for a cluster of 2 separate species, C5H13NO in total at a distorted geometry.

Atoms and positions in Å:
1 C 0.99543 -2.44428 -0.66871
2 N -0.29095 -1.83253 -0.90848
3 C -0.84518 -1.18244 0.27597
4 C -1.68605 -0.00803 -0.23280
5 C -0.82365 0.45360 -1.45365
6 C -0.41146 -0.88664 -2.04696
7 H 0.86562 -3.37543 -0.12061
8 H 1.44850 -2.63364 -1.60873
9 H 1.70560 -1.78809 -0.16918
10 H -0.03890 -0.65140 0.81147
11 H -1.35378 -1.88209 0.93873
12 H -2.63536 -0.25078 -0.71354
13 H -1.77059 0.76164 0.52768
14 H -1.43320 1.08399 -2.09561
15 H 0.05405 0.91702 -1.07411
16 H 0.49604 -0.84676 -2.65167
17 H -1.21195 -1.31944 -2.66021
18 H 2.79431 4.42458 4.68119
19 H 1.44142 4.62486 4.02945
20 O 2.37478 4.83511 3.90892

Atoms 1-3, force components in eV/Å:
C -0.522 0.344 -0.006
N -0.203 0.288 0.261
C 0.045 0.793 -0.326

Output
relative energy (zero: lowest compared OMol25 entry of this formula, charge and spin)	31.2	kcal/mol
total energy	-8932.6578	eV
lowest unoccupied orbital energy	0.878	eV
max |F|	1.591	eV/A

Need the natural (NBO) charges? In units of e they are:
1 C -0.401
2 N -0.445
3 C -0.220
4 C -0.402
5 C -0.412
6 C -0.222
7 H 0.198
8 H 0.196
9 H 0.158
10 H 0.154
11 H 0.201
12 H 0.199
13 H 0.210
14 H 0.214
15 H 0.194
16 H 0.194
17 H 0.186
18 H 0.467
19 H 0.467
20 O -0.934

=====

6.
Density functional theory data (ωB97M-V/def2-TZVPD) for a cluster of 2 separate species, C5H13NO in total at a distorted geometry.

Atoms and positions in Å:
1 C -0.06467 0.90760 -2.38566
2 C -1.16549 0.70686 -1.34496
3 C -0.99386 -0.64046 -0.57401
4 C 0.16308 -0.62094 0.38626
5 C 0.19624 -1.29721 1.53758
6 N 1.38509 -1.42135 2.26171
7 H 0.29002 1.92149 -2.44753
8 H -0.44679 0.52775 -3.34066
9 H 0.79376 0.25025 -2.23566
10 H -1.12025 1.40379 -0.50071
11 H -2.12831 0.79538 -1.80714
12 H -1.97687 -0.85071 -0.11630
13 H -0.82114 -1.54019 -1.18552
14 H 0.99610 -0.00250 0.10503
15 H -0.62386 -1.77978 2.04422
16 H 2.28573 -1.27848 1.85341
17 H 1.36353 -2.04786 3.04716
18 H 0.72506 0.98774 2.03412
19 H 0.42609 2.04610 0.88273
20 O 0.71657 1.93252 1.78592

Atoms 1-3, force components in eV/Å:
C -0.240 -0.913 -0.272
C 1.294 -1.094 1.141
C -0.864 -0.196 -0.317

Output
relative energy (zero: lowest compared OMol25 entry of this formula, charge and spin)	35.3	kcal/mol
total energy	-8932.4815	eV
lowest unoccupied orbital energy	1.032	eV
max |F|	2.043	eV/A

Need the natural (NBO) charges? In units of e they are:
1 C -0.621
2 C -0.391
3 C -0.420
4 C -0.319
5 C -0.006
6 N -0.840
7 H 0.212
8 H 0.210
9 H 0.204
10 H 0.187
11 H 0.207
12 H 0.209
13 H 0.202
14 H 0.197
15 H 0.197
16 H 0.388
17 H 0.383
18 H 0.489
19 H 0.467
20 O -0.955

=====

- The highest relative energy (zero: lowest compared OMol25 entry of this formula, charge and spin) belongs to which entry?
  number 3

=====

What did the sixth record say?
Density functional theory data (ωB97M-V/def2-TZVPD) for a cluster of 2 separate species, C5H13NO in total at a distorted geometry.

Atoms and positions in Å:
1 C -0.06467 0.90760 -2.38566
2 C -1.16549 0.70686 -1.34496
3 C -0.99386 -0.64046 -0.57401
4 C 0.16308 -0.62094 0.38626
5 C 0.19624 -1.29721 1.53758
6 N 1.38509 -1.42135 2.26171
7 H 0.29002 1.92149 -2.44753
8 H -0.44679 0.52775 -3.34066
9 H 0.79376 0.25025 -2.23566
10 H -1.12025 1.40379 -0.50071
11 H -2.12831 0.79538 -1.80714
12 H -1.97687 -0.85071 -0.11630
13 H -0.82114 -1.54019 -1.18552
14 H 0.99610 -0.00250 0.10503
15 H -0.62386 -1.77978 2.04422
16 H 2.28573 -1.27848 1.85341
17 H 1.36353 -2.04786 3.04716
18 H 0.72506 0.98774 2.03412
19 H 0.42609 2.04610 0.88273
20 O 0.71657 1.93252 1.78592

Atoms 1-3, force components in eV/Å:
C -0.240 -0.913 -0.272
C 1.294 -1.094 1.141
C -0.864 -0.196 -0.317

Output
relative energy (zero: lowest compared OMol25 entry of this formula, charge and spin)	35.3	kcal/mol
total energy	-8932.4815	eV
lowest unoccupied orbital energy	1.032	eV
max |F|	2.043	eV/A

Need the natural (NBO) charges? In units of e they are:
1 C -0.621
2 C -0.391
3 C -0.420
4 C -0.319
5 C -0.006
6 N -0.840
7 H 0.212
8 H 0.210
9 H 0.204
10 H 0.187
11 H 0.207
12 H 0.209
13 H 0.202
14 H 0.197
15 H 0.197
16 H 0.388
17 H 0.383
18 H 0.489
19 H 0.467
20 O -0.955

=====

- Which value of max |F| does entry 6 give?
  2.043 eV/A

=====

- What is the relative energy (zero: lowest compared OMol25 entry of this formula, charge and spin) in the fourth record?
  84.4 kcal/mol